# 1
C55H72ClF8NO27S | ωB97M-V/def2-TZVPD

Geometry as XYZ:
```
165
Properties=species:S:1:pos:R:3:lowdin_charge:R:1
C 3.16 5.29 2.16 -0.10
C 3.72 4.05 2.98 -0.25
C 5.05 3.59 2.29 -0.20
C 4.82 2.78 0.95 -0.19
N 3.62 1.91 0.99 0.00
C 3.99 0.57 0.62 -0.13
C 3.89 0.24 -0.80 0.02
C 4.25 -1.11 -1.27 -0.03
C 4.67 -2.07 -0.29 -0.10
C 5.06 -3.50 -0.80 -0.14
C 3.85 -4.54 -0.75 -0.18
C 2.45 -3.90 -0.36 -0.18
C 1.37 -5.06 -0.42 -0.20
C 0.49 -5.17 0.88 -0.19
C -0.94 -5.75 0.49 -0.20
C -1.87 -4.68 -0.20 -0.20
C -2.09 -3.44 0.77 -0.19
C -3.56 -2.90 0.81 -0.19
C -3.65 -1.37 1.19 -0.19
C -3.17 -0.39 0.05 -0.17
C -3.70 1.07 0.33 -0.23
O -3.55 1.95 -0.79 -0.24
C -2.37 2.75 -0.54 -0.11
C 4.73 -1.73 1.14 -0.11
C 5.15 -2.85 2.13 -0.03
C 4.41 -0.41 1.62 -0.14
C 4.44 0.06 3.09 -0.59
Cl 2.87 -0.52 3.86 0.59
C 5.71 -0.36 3.91 -0.25
C 7.06 -0.20 3.13 -0.08
C 4.11 -1.37 -2.77 -0.31
O 4.81 -2.08 -3.44 0.11
C 2.97 -0.59 -3.49 -0.01
C 2.62 0.64 -3.06 -0.47
S 1.25 1.54 -3.88 0.77
C 3.40 1.26 -1.86 -0.32
O 3.62 2.44 -1.82 0.09
H 3.84 6.17 2.28 0.08
H 3.09 5.04 1.07 0.08
H 2.16 5.52 2.57 0.05
H 3.90 4.33 4.05 0.11
H 2.92 3.27 2.99 0.09
H 5.67 4.50 2.06 0.10
H 5.64 2.98 3.02 0.09
H 4.83 3.48 0.07 0.11
H 5.74 2.14 0.81 0.12
H 2.86 2.27 0.43 0.12
H 5.86 -3.89 -0.11 0.10
H 5.55 -3.44 -1.80 0.10
H 4.12 -5.30 0.02 0.11
H 3.76 -5.01 -1.76 0.11
H 2.24 -3.13 -1.14 0.11
H 2.48 -3.47 0.67 0.11
H 0.75 -4.85 -1.32 0.10
H 1.85 -6.06 -0.57 0.11
H 0.91 -5.90 1.62 0.10
H 0.39 -4.20 1.42 0.10
H -1.45 -6.23 1.38 0.08
H -0.81 -6.56 -0.29 0.11
H -1.38 -4.32 -1.14 0.09
H -2.84 -5.12 -0.53 0.11
H -1.85 -3.80 1.81 0.11
H -1.37 -2.65 0.46 0.11
H -4.19 -3.47 1.56 0.11
H -4.08 -3.00 -0.17 0.10
H -3.09 -1.16 2.14 0.12
H -4.71 -1.06 1.41 0.08
H -2.05 -0.42 -0.05 0.11
H -3.60 -0.71 -0.92 0.09
H -3.24 1.51 1.26 0.13
H -4.79 0.94 0.55 0.13
H -1.96 3.20 -1.48 0.09
H -2.64 3.52 0.22 0.09
H -1.57 2.08 -0.13 0.09
H 4.97 -3.88 1.73 0.07
H 4.50 -2.76 3.04 0.07
H 6.21 -2.73 2.45 0.08
H 4.39 1.18 3.11 0.07
H 5.52 -1.40 4.28 0.08
H 5.73 0.27 4.83 0.11
H 7.68 0.55 3.69 0.05
H 6.97 0.19 2.10 0.08
H 7.67 -1.14 3.16 0.08
H 2.42 -1.00 -4.36 0.12
H 0.17 0.69 -3.78 -0.11
O 0.94 3.06 -10.55 0.19
C 1.07 3.10 -9.38 -0.54
O 2.27 3.12 -8.74 0.08
C 2.00 3.31 -7.35 -0.07
C 0.60 2.80 -7.23 -0.35
F -0.08 3.48 -6.26 0.05
O 0.03 3.12 -8.49 0.14
H 2.09 4.37 -7.10 0.15
H 2.70 2.75 -6.74 0.13
H 0.52 1.73 -7.06 0.16
O -2.52 -6.53 3.29 0.17
C -1.91 -7.44 3.75 -0.54
O -1.61 -7.57 5.07 0.08
C -0.99 -8.85 5.23 -0.06
C -0.46 -9.12 3.85 -0.32
F -0.47 -10.44 3.57 0.08
O -1.41 -8.47 3.02 0.13
H -1.74 -9.58 5.54 0.15
H -0.21 -8.81 5.98 0.14
H 0.53 -8.71 3.66 0.18
O 1.80 8.33 2.36 0.18
C 0.77 7.91 1.95 -0.55
O 0.09 8.43 0.89 0.08
C -1.02 7.58 0.64 -0.06
C -1.22 6.92 1.98 -0.32
F -1.69 5.66 1.84 0.07
O 0.10 6.85 2.50 0.12
H -0.76 6.86 -0.14 0.15
H -1.89 8.15 0.32 0.14
H -1.86 7.48 2.67 0.18
O -7.04 5.34 -4.76 0.16
C -6.35 4.44 -4.41 -0.55
O -5.96 4.23 -3.13 0.06
C -5.27 2.98 -3.11 -0.06
C -4.81 2.85 -4.53 -0.30
F -4.76 1.54 -4.91 0.08
O -5.84 3.49 -5.25 0.14
H -5.95 2.18 -2.81 0.14
H -4.44 3.00 -2.40 0.12
H -3.85 3.32 -4.74 0.17
O -11.89 3.96 -0.57 0.18
C -10.81 4.06 -1.04 -0.54
O -10.30 5.21 -1.56 0.08
C -8.94 4.96 -1.89 -0.06
C -8.93 3.46 -2.06 -0.31
F -7.73 2.94 -1.70 0.07
O -9.91 3.04 -1.14 0.14
H -8.29 5.29 -1.08 0.15
H -8.65 5.48 -2.80 0.13
H -9.20 3.12 -3.06 0.18
O -6.75 -0.87 2.33 0.17
C -6.71 -1.61 3.25 -0.54
O -6.89 -2.96 3.15 0.07
C -6.64 -3.51 4.44 -0.06
C -6.90 -2.33 5.34 -0.32
F -6.11 -2.38 6.45 0.08
O -6.50 -1.23 4.55 0.14
H -5.61 -3.86 4.50 0.15
H -7.31 -4.35 4.65 0.14
H -7.94 -2.21 5.64 0.17
O 9.88 1.68 4.37 0.18
C 9.82 2.51 3.53 -0.54
O 10.87 3.31 3.17 0.08
C 10.44 4.07 2.04 -0.06
C 8.95 4.05 2.19 -0.32
F 8.33 4.08 0.98 0.07
O 8.70 2.79 2.79 0.11
H 10.78 3.59 1.13 0.15
H 10.85 5.08 2.07 0.14
H 8.54 4.85 2.82 0.18
O -2.88 -2.25 -2.17 0.16
C -3.27 -2.95 -3.04 -0.52
O -3.57 -2.52 -4.30 0.08
C -3.87 -3.67 -5.07 -0.06
C -4.28 -4.67 -4.03 -0.31
F -3.95 -5.93 -4.39 0.08
O -3.49 -4.29 -2.91 0.12
H -2.98 -3.99 -5.62 0.15
H -4.66 -3.47 -5.79 0.14
H -5.34 -4.62 -3.76 0.18
```

## Properties
Charge ... 0
SMILES ... CCCCNc1c2c(c(CCCCCCCCCCCCOC)c(C)c1[C@@H](Cl)CC)C(=O)C=C(S)C2=O.O=C1OC[C@@H](F)O1.O=C1OC[C@@H](F)O1.O=C1OC[C@@H](F)O1.O=C1OC[C@@H](F)O1.O=C1OC[C@@H](F)O1.O=C1OC[C@@H](F)O1.O=C1OC[C@@H](F)O1.O=C1OC[C@@H](F)O1

***

# 2
C55H93BrN5O21S | ωB97M-V/def2-TZVPD

Geometry as XYZ:
```
176
Properties=species:S:1:pos:R:3:lowdin_charge:R:1
C 3.04 2.54 1.58 -0.14
C 4.17 3.45 0.92 -0.25
C 4.40 3.18 -0.65 -0.20
C 4.10 1.64 -0.96 -0.25
C 4.69 1.12 -2.35 -0.18
C 3.62 0.24 -3.16 -0.21
C 4.01 -1.30 -3.30 -0.20
C 4.01 -2.13 -1.93 -0.19
C 3.08 -1.53 -0.77 -0.19
C 2.44 -2.79 0.01 -0.19
C 1.14 -3.22 -0.83 -0.20
C -0.24 -2.70 -0.19 -0.18
C -1.27 -3.90 -0.12 -0.15
N -2.71 -3.57 -0.23 0.02
C -3.24 -2.90 0.92 -0.24
N -2.51 -2.34 1.92 0.17
N -4.66 -2.86 1.06 0.13
C -5.37 -2.31 -0.14 -0.35
C -6.89 -2.80 -0.02 -0.20
C -7.91 -2.10 -1.02 -0.21
C -8.35 -0.62 -0.57 -0.15
C -8.43 0.26 -1.90 -0.16
N -9.32 1.45 -1.74 -0.18
C -10.41 1.65 -0.86 -0.06
C -10.86 3.06 -1.15 -0.08
C -9.95 3.62 -2.28 -0.07
C -8.98 2.51 -2.61 -0.09
C -4.67 -2.64 -1.53 -0.91
S -4.97 -1.14 -2.63 0.75
Br -5.50 -4.18 -2.47 0.82
C -3.07 -2.73 -1.42 -0.32
C -2.35 -3.13 -2.78 -0.20
N -2.28 -4.59 -3.07 -0.14
C -2.70 -4.90 -4.46 -0.15
H 2.10 2.44 0.93 0.07
H 2.77 2.87 2.64 0.08
H 3.44 1.47 1.69 0.06
H 5.15 3.19 1.45 0.10
H 3.87 4.53 1.08 0.10
H 3.61 3.79 -1.19 0.11
H 5.46 3.42 -0.99 0.11
H 2.98 1.52 -0.99 0.09
H 4.59 1.04 -0.12 0.10
H 4.92 2.04 -2.97 0.10
H 5.69 0.57 -2.23 0.12
H 3.64 0.66 -4.23 0.11
H 2.55 0.41 -2.80 0.09
H 3.40 -1.85 -4.09 0.11
H 5.08 -1.32 -3.69 0.11
H 3.58 -3.16 -2.17 0.10
H 5.08 -2.32 -1.57 0.11
H 2.18 -0.96 -1.18 0.10
H 3.68 -0.93 -0.03 0.10
H 3.17 -3.68 -0.04 0.10
H 2.18 -2.56 1.09 0.10
H 1.24 -2.78 -1.88 0.11
H 1.19 -4.35 -0.94 0.11
H 0.02 -2.34 0.87 0.10
H -0.56 -1.81 -0.81 0.10
H -1.13 -4.40 0.90 0.14
H -0.92 -4.69 -0.86 0.12
H -1.95 -1.51 1.67 0.14
H -2.50 -2.63 2.90 0.14
H -4.92 -2.27 1.86 0.15
H -5.42 -1.17 -0.07 0.14
H -7.22 -2.48 1.03 0.13
H -6.99 -3.94 -0.02 0.11
H -7.59 -2.13 -2.11 0.05
H -8.87 -2.72 -0.98 0.13
H -7.58 -0.17 0.14 0.11
H -9.33 -0.69 -0.01 0.10
H -7.38 0.69 -2.05 0.10
H -8.64 -0.35 -2.83 0.12
H -10.78 0.87 -0.14 0.11
H -11.69 3.56 -0.59 0.07
H -9.97 4.62 -2.78 0.07
H -8.14 2.51 -3.37 0.12
H -5.78 -1.62 -3.66 -0.08
H -2.74 -1.66 -1.18 0.14
H -1.28 -2.71 -2.75 0.13
H -2.82 -2.62 -3.69 0.11
H -1.28 -4.82 -2.99 0.09
H -2.14 -5.85 -4.76 0.10
H -2.44 -4.10 -5.22 0.09
H -3.80 -5.15 -4.55 0.04
C -10.41 -0.63 -6.93 -0.02
C -10.17 -1.94 -6.22 -0.35
C -11.17 -3.01 -6.55 -0.10
O -11.13 -3.82 -5.38 0.07
C -10.77 -3.01 -4.35 -0.54
O -10.82 -3.32 -3.20 0.15
O -10.36 -1.80 -4.81 0.07
H -9.79 0.16 -6.50 0.09
H -10.17 -0.71 -8.00 0.09
H -11.45 -0.30 -6.83 0.09
H -9.14 -2.27 -6.39 0.16
H -10.89 -3.58 -7.43 0.14
H -12.19 -2.63 -6.68 0.14
C 5.61 8.91 1.12 -0.02
C 6.25 7.99 2.13 -0.34
C 7.62 7.50 1.74 -0.10
O 7.71 6.27 2.46 0.07
C 6.43 5.81 2.62 -0.53
O 6.15 4.72 3.01 0.13
O 5.53 6.77 2.26 0.08
H 4.56 9.06 1.36 0.09
H 6.12 9.88 1.10 0.09
H 5.65 8.47 0.12 0.09
H 6.27 8.47 3.12 0.16
H 8.41 8.18 2.04 0.15
H 7.71 7.28 0.67 0.14
C 6.97 -6.95 -3.98 -0.01
C 7.37 -5.78 -3.11 -0.33
C 6.27 -5.26 -2.24 -0.10
O 6.66 -3.90 -2.04 0.03
C 7.40 -3.54 -3.14 -0.54
O 7.73 -2.42 -3.39 0.16
O 7.69 -4.63 -3.90 0.09
H 7.74 -7.15 -4.73 0.09
H 6.82 -7.84 -3.38 0.07
H 6.05 -6.73 -4.53 0.09
H 8.26 -6.04 -2.52 0.17
H 6.20 -5.78 -1.29 0.12
H 5.29 -5.26 -2.73 0.14
C -11.00 7.11 -0.70 -0.03
C -12.11 7.97 -0.13 -0.35
C -13.27 7.19 0.41 -0.11
O -14.35 8.11 0.28 0.06
C -14.03 8.93 -0.77 -0.54
O -14.78 9.71 -1.27 0.17
O -12.74 8.74 -1.16 0.09
H -10.29 7.73 -1.26 0.09
H -10.46 6.59 0.10 0.09
H -11.38 6.36 -1.40 0.07
H -11.71 8.66 0.61 0.16
H -13.13 6.90 1.45 0.14
H -13.51 6.29 -0.18 0.14
C 4.72 -8.17 3.30 -0.02
C 5.02 -7.53 1.96 -0.34
C 3.84 -7.47 1.03 -0.11
O 4.47 -7.45 -0.25 0.05
C 5.66 -8.10 -0.10 -0.53
O 6.37 -8.43 -1.02 0.16
O 5.94 -8.33 1.21 0.10
H 5.65 -8.37 3.84 0.09
H 4.09 -7.51 3.91 0.09
H 4.21 -9.13 3.18 0.09
H 5.47 -6.55 2.11 0.16
H 3.24 -6.57 1.18 0.13
H 3.19 -8.35 1.09 0.14
C 8.58 3.27 4.68 -0.02
C 10.07 3.13 4.47 -0.32
C 10.84 2.83 5.73 -0.11
O 12.13 3.36 5.42 0.07
C 11.93 4.36 4.52 -0.55
O 12.78 5.14 4.18 0.15
O 10.65 4.37 4.06 0.09
H 8.11 3.68 3.78 0.07
H 8.12 2.30 4.90 0.09
H 8.35 3.95 5.49 0.09
H 10.27 2.39 3.69 0.16
H 10.90 1.77 5.95 0.14
H 10.46 3.36 6.61 0.14
C 5.21 3.12 9.92 -0.02
C 6.42 3.25 9.02 -0.34
C 6.09 3.22 7.56 -0.09
O 7.31 2.74 6.99 0.00
C 7.91 1.99 7.95 -0.53
O 8.86 1.29 7.76 0.16
O 7.29 2.13 9.15 0.09
H 5.52 2.94 10.95 0.09
H 4.59 4.02 9.89 0.09
H 4.59 2.26 9.63 0.09
H 6.99 4.15 9.29 0.16
H 5.84 4.21 7.16 0.15
H 5.30 2.52 7.30 0.14
```

## Properties
Charge ... +1

***

E_LUMO (computed, eV): -1.07; -4.43
E_HOMO (computed, eV): -8.75; -9.81